[1]
{
  "formula": "C10H20N2O4",
  "method": "ωB97M-V/def2-TZVPD",
  "species": ["C", "C", "C", "C", "C", "C", "C", "C", "C", "C", "H", "H", "H", "H", "H", "H", "H", "H", "H", "H", "H", "H", "H", "H", "H", "H", "H", "H", "H", "H", "N", "N", "O", "O", "O", "O"],
  "xyz": [[0.184, 2.571, -1.050], [0.117, 1.030, -0.819], [1.783, 2.593, -0.896], [2.125, 4.086, -1.029], [-0.734, -0.695, 0.693], [0.629, -1.050, 1.195], [-1.523, -1.642, -0.402], [-1.623, -3.151, 0.001], [-1.897, -3.968, -1.193], [-2.863, -3.155, 0.841], [0.533, 3.257, 0.744], [-0.572, 4.081, 0.015], [-0.250, 3.105, -1.783], [2.029, 1.834, -1.734], [2.104, 0.854, 0.122], [1.811, 4.222, -2.087], [1.659, 4.607, -0.269], [3.231, 4.387, -0.899], [-1.044, 1.513, 0.861], [-1.473, -0.790, 1.639], [-0.842, -1.482, -1.301], [-2.562, -1.219, -0.667], [-0.652, -3.304, 0.445], [-1.182, -3.552, -2.015], [-1.538, -5.244, -1.207], [-2.916, -3.754, -1.239], [-3.705, -2.863, 0.254], [-2.818, -2.652, 1.891], [-2.968, -4.286, 1.018], [-0.214, -2.660, 2.344], [-0.282, 3.175, 0.168], [-0.668, 0.672, 0.289], [0.659, 0.133, -1.580], [2.090, 1.998, 0.387], [1.683, -0.384, 1.198], [0.671, -2.083, 2.072]],
  "forces_ev_per_a": [[3.44, -3.25, 4.92], [-2.24, -3.03, -1.81], [-0.34, -0.60, -1.26], [3.42, -2.10, -2.02], [-3.50, -0.56, 0.72], [2.48, 0.23, 2.45], [1.96, 1.32, -1.37], [0.70, 3.49, 0.51], [4.62, -3.05, -2.06], [0.81, -3.20, 3.62], [0.21, -0.24, 1.01], [-1.05, 2.25, -0.49], [-1.17, 0.67, -3.48], [0.73, 1.87, 1.04], [-0.10, 4.47, 2.05], [0.13, 1.03, 0.84], [-1.48, 1.39, 1.05], [-1.49, -0.88, -0.47], [1.01, -1.88, -1.38], [1.93, 0.55, -1.76], [-1.11, -0.42, 0.84], [1.71, -0.30, 0.70], [0.00, -0.86, 0.63], [-1.91, -0.79, 0.89], [-1.60, 3.90, 0.58], [-1.79, -0.66, -1.90], [-0.59, 0.54, -0.12], [-0.15, -0.63, -1.96], [-0.61, 1.46, 0.41], [3.05, 2.68, -1.65], [-0.53, -1.05, 1.04], [0.12, 2.30, -1.26], [-1.55, 3.29, 2.69], [0.30, -3.26, -3.03], [-2.87, -2.05, -1.04], [-2.55, -2.67, 1.08]],
  "e_above_lowest_kcal_mol": 150.7,
  "total_energy_ha": -803.3362,
  "homo_energy_ev": -8.8214,
  "spin_multiplicity": 1,
  "gap_ev": 9.1,
  "fmax_ev_per_a": 6.83,
  "smiles": "CC(C)C[C@H](NC(=O)[C@@H](N)[C@@H](C)O)C(=O)O",
  "lumo_ha": 0.01011
}

---

[2]
{
  "formula": "C5H11NO",
  "method": "ωB97M-V/def2-TZVPD",
  "species": ["C", "C", "N", "C", "C", "O", "C", "H", "H", "H", "H", "H", "H", "H", "H", "H", "H", "H"],
  "xyz": [[-2.211, 0.318, -0.246], [-1.330, -0.801, 0.305], [-0.160, -0.438, 1.102], [-0.113, 0.667, 1.713], [1.444, 0.412, -1.070], [0.588, 0.305, -1.919], [2.466, -0.642, -0.752], [-3.041, -0.127, -0.805], [-1.637, 0.943, -0.938], [-2.647, 0.951, 0.534], [-0.953, -1.392, -0.537], [-1.916, -1.490, 0.927], [-0.907, 1.423, 1.716], [0.789, 0.904, 2.285], [1.508, 1.332, -0.453], [2.407, -1.451, -1.483], [2.250, -1.033, 0.249], [3.469, -0.204, -0.741]],
  "forces_ev_per_a": [[0.01, 0.06, 0.05], [-0.13, -0.08, -0.07], [-0.06, 0.38, 0.25], [-0.01, -0.21, -0.09], [-0.15, -0.06, -0.23], [0.43, 0.07, 0.31], [-0.03, -0.06, -0.08], [0.12, 0.06, 0.08], [-0.10, -0.06, 0.15], [0.04, -0.11, -0.09], [-0.05, 0.06, 0.14], [0.05, 0.05, -0.09], [0.06, -0.10, -0.10], [-0.15, -0.06, -0.02], [0.01, -0.05, -0.15], [0.04, 0.09, 0.10], [0.04, 0.09, -0.15], [-0.12, -0.05, -0.01]],
  "e_above_lowest_kcal_mol": 45.9,
  "total_energy_ha": -327.0582,
  "homo_energy_ev": -9.6394,
  "spin_multiplicity": 1,
  "gap_ev": 10.7,
  "fmax_ev_per_a": 0.53,
  "smiles": "C=NCC.CC=O",
  "lumo_ha": 0.04015
}

---

[3]
{
  "formula": "C6H8N2",
  "method": "ωB97M-V/def2-TZVPD",
  "species": ["C", "C", "C", "C", "C", "C", "H", "H", "H", "H", "H", "H", "H", "H", "N", "N"],
  "xyz": [[-1.956, -0.123, 0.132], [-1.074, 1.094, -0.194], [1.534, 1.025, 0.013], [2.344, -0.078, -0.020], [1.525, -1.231, -0.064], [0.228, -0.805, -0.080], [-2.882, -0.132, -0.427], [-2.163, -0.101, 1.218], [-1.177, 1.430, -1.244], [-1.257, 1.944, 0.477], [1.707, 2.096, 0.075], [3.431, -0.061, 0.049], [1.872, -2.244, -0.073], [-1.283, -2.089, 0.350], [0.241, 0.547, 0.005], [-1.090, -1.273, -0.217]],
  "forces_ev_per_a": [[0.56, 0.11, 0.54], [-0.16, 0.67, -0.39], [-0.38, 0.40, -0.04], [0.63, 0.52, 0.27], [0.07, -0.86, -0.12], [0.19, 0.39, 0.26], [-0.16, -0.04, -0.07], [-0.08, -0.10, -0.37], [-0.15, -0.12, 0.42], [-0.07, -0.20, -0.22], [0.16, -0.40, -0.05], [-0.40, -0.04, -0.08], [0.04, -0.26, -0.07], [0.02, 0.05, -0.13], [-0.10, 0.02, 0.01], [-0.17, -0.14, 0.05]],
  "e_above_lowest_kcal_mol": 9.4,
  "total_energy_ha": -342.9189,
  "homo_energy_ev": -7.3352,
  "spin_multiplicity": 1,
  "gap_ev": 8.3,
  "fmax_ev_per_a": 0.88,
  "smiles": "c1cc2n(c1)CCN2",
  "lumo_ha": 0.03554
}

---

[4]
{
  "formula": "C4H12N2O",
  "method": "ωB97M-V/def2-TZVPD",
  "species": ["C", "N", "C", "C", "N", "C", "O", "H", "H", "H", "H", "H", "H", "H", "H", "H", "H", "H", "H"],
  "xyz": [[1.284, 0.326, -0.384], [1.747, 0.120, -1.743], [0.047, -0.512, 0.003], [0.504, -1.912, 0.452], [-0.809, 0.061, 1.017], [-1.471, 1.281, 0.774], [-2.639, 1.022, -0.006], [1.124, 1.397, -0.219], [2.068, 0.121, 0.356], [1.466, -0.788, -2.085], [1.390, 0.830, -2.365], [-0.535, -0.629, -0.915], [0.767, -1.831, 1.506], [-0.318, -2.609, 0.402], [1.358, -2.204, -0.153], [-0.521, -0.205, 1.944], [-0.840, 1.979, 0.226], [-1.769, 1.745, 1.708], [-2.853, 1.807, -0.518]],
  "forces_ev_per_a": [[-0.01, 0.52, 0.79], [0.31, 0.00, 0.06], [0.09, -0.15, -0.44], [-0.44, 1.09, 0.04], [0.44, -0.64, 0.12], [-0.15, -0.13, -0.05], [-0.11, -0.09, -0.13], [-0.31, -0.09, -0.26], [0.19, -0.31, -0.18], [0.03, -0.01, -0.14], [-0.10, -0.13, -0.05], [-0.18, 0.08, -0.05], [0.48, -0.16, 0.07], [-0.13, -0.38, -0.23], [0.02, -0.38, 0.14], [-0.32, 0.48, 0.13], [0.12, 0.26, -0.15], [0.09, 0.01, 0.34], [0.01, 0.04, 0.00]],
  "e_above_lowest_kcal_mol": 34.6,
  "total_energy_ha": -344.3298,
  "homo_energy_ev": -8.6020,
  "spin_multiplicity": 1,
  "gap_ev": 9.6,
  "fmax_ev_per_a": 1.17,
  "smiles": "C[C@H](CN)NCO",
  "lumo_ha": 0.03484
}